ORCA calculation (wB97M-V/def2-TZVPD) on a cluster of 13 separate species, C21H25Cl37FN4 in total in a non-equilibrium geometry.

```
88
Properties=species:S:1:pos:R:3:lowdin_charge:R:1
C -5.453 -1.633 2.276 -0.12
C -4.128 -2.081 1.412 -0.22
C -3.923 -1.242 0.004 -0.51
Cl -2.212 -1.636 -0.693 0.58
N -3.991 0.228 0.353 -0.02
F -2.899 0.739 1.027 0.06
C -5.033 1.087 0.052 -0.10
N -4.913 2.551 0.477 0.15
N -6.214 0.553 -0.727 0.04
C -7.393 0.197 0.151 -0.21
C -8.433 -0.988 -0.401 0.01
C -9.744 -1.329 0.559 -0.02
C -9.881 -0.465 1.943 -0.08
N -8.943 0.577 2.482 0.01
C -7.764 0.870 1.598 -0.07
H -5.447 -2.102 3.372 0.11
H -5.447 -0.453 2.455 0.07
H -6.480 -1.966 1.791 0.08
H -4.122 -3.238 1.233 0.13
H -3.180 -1.818 2.084 0.13
H -4.688 -1.599 -0.806 0.14
H -5.482 3.181 -0.132 0.12
H -5.112 2.680 1.493 0.09
H -6.540 1.210 -1.469 0.03
H -8.244 -1.533 -1.433 0.11
H -10.557 -2.134 0.252 0.11
H -10.849 -0.697 2.605 0.12
H -7.016 1.718 1.981 0.10
C -2.901 -2.792 -4.474 -1.55
Cl -1.599 -2.461 -5.630 0.51
Cl -3.908 -1.353 -4.243 0.49
Cl -3.886 -4.159 -5.021 0.53
H -2.450 -3.055 -3.514 -0.03
C 1.855 -2.817 -4.169 -1.50
Cl 1.657 -1.321 -5.098 0.51
Cl 3.377 -2.790 -3.263 0.49
Cl 0.483 -3.054 -3.073 0.51
H 1.885 -3.656 -4.869 0.03
C -8.045 2.203 -3.881 -1.51
Cl -6.395 2.847 -3.831 0.53
Cl -8.709 2.063 -2.244 0.58
Cl -9.083 3.228 -4.887 0.56
H -8.011 1.205 -4.326 0.03
C 6.283 -4.634 -1.704 -1.54
Cl 5.330 -5.777 -2.666 0.51
Cl 6.872 -5.408 -0.223 0.54
Cl 7.636 -3.999 -2.655 0.51
H 5.637 -3.799 -1.422 -0.01
C 6.319 -0.537 -4.522 -1.52
Cl 5.195 -1.503 -5.493 0.50
Cl 6.262 -1.037 -2.823 0.47
Cl 7.968 -0.676 -5.156 0.54
H 6.014 0.511 -4.583 -0.03
C 6.891 3.004 -1.267 -1.48
Cl 6.083 2.559 -2.780 0.55
Cl 6.929 1.626 -0.154 0.51
Cl 8.532 3.590 -1.587 0.51
H 6.322 3.810 -0.797 0.03
C 4.314 -8.605 0.505 -1.54
Cl 5.424 -9.874 1.047 0.52
Cl 3.459 -9.111 -0.963 0.50
Cl 3.161 -8.197 1.787 0.51
H 4.899 -7.712 0.272 -0.03
C -1.745 3.568 3.098 -1.54
Cl -1.943 5.064 2.169 0.53
Cl -0.223 3.595 4.004 0.53
Cl -3.117 3.331 4.194 0.49
H -1.715 2.729 2.398 0.00
C 3.752 0.491 1.999 -1.54
Cl 3.792 -0.591 3.402 0.53
Cl 3.582 -0.439 0.500 0.50
Cl 2.434 1.665 2.156 0.50
H 4.697 1.038 1.960 -0.01
C 9.955 6.676 0.264 -1.54
Cl 9.757 8.172 -0.665 0.53
Cl 11.477 6.703 1.170 0.55
Cl 8.583 6.439 1.360 0.51
H 9.985 5.837 -0.435 -0.03
C 11.462 3.044 0.922 -1.53
Cl 11.959 2.982 -0.777 0.52
Cl 9.767 2.556 1.093 0.47
Cl 12.509 2.015 1.915 0.54
H 11.560 4.075 1.273 -0.05
C -3.201 2.383 8.455 -1.53
Cl -1.899 2.713 7.299 0.49
Cl -4.208 3.822 8.686 0.52
Cl -4.186 1.015 7.908 0.51
H -2.750 2.120 9.415 0.02
```

Output
net charge = +1
E_tot = -494171.056 eV

ORCA calculation (wB97M-V/def2-TZVPD) on an isolated molecule of C21H25ClN2O2.

```
51
Properties=species:S:1:pos:R:3:lowdin_charge:R:1
C 2.646 -2.866 -3.351 -0.09
H 3.307 -3.503 -3.934 0.07
H 3.220 -2.431 -2.536 0.08
H 2.294 -2.061 -3.992 0.07
C 1.471 -3.673 -2.801 -0.45
C 1.985 -4.817 -1.930 -0.08
H 2.698 -5.421 -2.486 0.07
H 1.172 -5.463 -1.610 0.07
H 2.483 -4.425 -1.046 0.08
C 0.529 -2.750 -2.022 -0.17
H 0.261 -1.901 -2.657 0.12
H 1.047 -2.357 -1.143 0.12
C -0.763 -3.436 -1.576 -0.17
N -1.697 -2.477 -1.035 0.07
C -1.976 -2.384 0.271 -0.47
O -1.581 -3.141 1.135 0.06
C -2.866 -1.167 0.593 -0.02
N -2.055 0.035 0.585 0.07
C -1.440 0.475 1.700 -0.14
C -0.652 1.594 1.707 -0.14
C -0.482 2.328 0.518 -0.16
C -1.083 1.862 -0.621 0.08
C -1.865 0.671 -0.651 -0.40
O -2.360 0.173 -1.663 0.00
H -0.972 2.383 -1.559 0.13
C 0.335 3.557 0.489 -0.20
C 1.525 3.596 -0.228 -0.02
C 2.298 4.742 -0.259 -0.08
C 1.884 5.874 0.423 -0.08
C 0.694 5.862 1.130 -0.10
C -0.070 4.708 1.159 -0.59
Cl -1.580 4.717 2.008 0.74
H 0.355 6.742 1.654 0.10
H 2.483 6.772 0.402 0.11
H 3.221 4.753 -0.817 0.10
H 1.841 2.709 -0.758 0.12
C -0.016 1.794 3.050 -0.13
H -0.069 2.826 3.393 0.09
H 1.040 1.516 3.001 0.12
C -0.806 0.841 3.965 -0.15
H -0.168 0.367 4.707 0.11
H -1.576 1.404 4.493 0.11
C -1.474 -0.191 3.039 -0.09
H -2.486 -0.428 3.368 0.12
H -0.916 -1.130 2.993 0.13
H -3.634 -1.057 -0.177 0.14
H -3.323 -1.304 1.571 0.13
H -1.997 -1.712 -1.636 0.11
H -0.568 -4.167 -0.789 0.11
H -1.230 -3.941 -2.428 0.13
H 0.916 -4.098 -3.645 0.13
```

Output
net charge = 0
energy relative to the best compared isomer or geometry (same formula, charge and spin) = 5.41 kcal/mol
SMILES string = CC(C)CCNC(=O)Cn1c2c(c(-c3ccccc3Cl)cc1=O)CCC2